The following is a quantum chemistry calculation of a cluster of 17 separate species, C38H43Cl64N2O in total in a non-equilibrium geometry, from the Open Molecules 2025 dataset.

Element x y z (Å)
Cl  4.41  2.74  4.58
Cl  4.16  5.15  8.24
Cl  5.15  3.11  10.05
Cl  -0.88  -10.51  -5.98
Cl  2.65  5.91  -4.81
Cl  5.12  -0.48  -3.61
Cl  -1.39  -3.85  5.68
Cl  3.93  0.71  2.56
Cl  2.69  -7.06  -2.36
Cl  -1.20  7.90  1.96
Cl  -3.62  -11.03  -6.78
Cl  7.86  -0.44  -4.58
Cl  -2.62  -7.51  4.38
Cl  4.81  -1.51  -0.49
Cl  3.04  3.44  -10.23
Cl  4.83  -0.06  5.21
Cl  6.38  10.33  -2.38
Cl  5.88  1.33  -5.74
Cl  -2.71  10.31  1.40
Cl  7.00  -1.41  1.39
Cl  2.29  3.48  9.71
Cl  6.64  1.31  3.41
Cl  -1.37  -9.42  2.59
Cl  11.29  5.49  -1.32
Cl  -0.73  -1.07  5.16
Cl  3.25  8.36  -3.37
Cl  -5.17  -7.44  -1.22
Cl  6.29  -3.93  0.14
Cl  -3.88  -8.16  1.85
Cl  -6.09  6.68  6.16
Cl  0.00  10.04  0.43
Cl  7.77  9.24  -0.08
Cl  -3.81  -10.12  3.98
Cl  3.87  2.34  7.56
Cl  1.12  -7.55  0.02
Cl  -0.43  -2.15  7.83
Cl  9.49  5.45  -3.59
Cl  4.17  6.14  0.72
Cl  5.27  7.13  -5.05
Cl  3.19  1.40  -8.17
Cl  12.16  6.57  -3.86
Cl  -0.49  10.39  3.26
Cl  2.71  5.29  -1.64
Cl  4.32  4.03  -7.69
Cl  -5.35  5.86  3.49
Cl  -7.42  -6.19  -2.55
Cl  2.42  3.82  0.85
Cl  -2.71  -11.79  -4.13
Cl  6.06  7.54  -1.68
Cl  8.58  8.48  -2.76
Cl  2.75  -5.16  -0.17
Cl  -5.35  3.93  5.64
Cl  -7.86  4.98  4.62
Cl  -4.72  -5.70  -3.50
Cl  5.59  2.23  -9.57
Cl  2.97  8.40  -6.26
Cl  -3.05  -8.99  -4.80
Cl  4.01  -7.75  0.13
Cl  11.81  3.71  -3.54
Cl  7.54  -1.83  -1.43
Cl  1.38  -2.98  5.72
Cl  5.76  -1.51  -6.26
Cl  -5.94  -8.31  -3.87
Cl  1.29  6.48  0.59
O  -1.08  1.88  -4.28
N  2.16  -0.78  -1.36
N  0.75  -0.20  0.49
C  1.01  1.57  -3.03
C  0.73  -3.81  2.04
C  1.31  -1.52  0.77
C  -5.18  -2.45  0.18
C  -5.80  0.96  3.63
C  -1.72  1.21  -5.40
C  4.95  1.17  3.94
C  -6.87  0.03  2.90
C  0.98  1.60  -1.42
C  3.54  7.45  -4.87
C  3.87  3.52  8.89
C  11.19  5.31  -3.08
C  2.65  5.44  0.13
C  -2.56  -10.58  -5.43
C  -0.29  -4.22  0.88
C  6.16  -0.28  -5.05
C  -5.81  -6.91  -2.78
C  -6.31  2.98  1.45
C  -5.55  -1.92  1.65
C  -0.30  0.85  -3.61
C  7.20  8.90  -1.72
C  -2.91  -4.54  1.14
C  4.03  2.77  -8.92
C  -1.68  -3.48  1.20
C  -6.16  5.36  4.98
C  -4.54  1.39  2.75
C  -2.92  -8.80  3.20
C  -5.18  -4.04  0.02
C  2.64  -6.88  -0.59
C  0.94  -2.23  2.13
C  -6.43  -0.57  1.49
C  2.18  -1.88  -0.39
C  -4.77  2.63  1.76
C  1.31  0.18  -0.77
C  -0.29  -2.51  6.10
C  -3.65  -4.51  -0.28
C  -1.10  9.66  1.76
C  6.41  -2.17  -0.10
H  -2.40  0.36  -5.06
H  -7.91  0.50  2.78
H  -2.35  2.01  -5.93
H  -0.42  -5.35  0.95
H  0.10  0.37  1.05
H  -4.18  -2.01  -0.17
H  -0.93  0.50  -2.72
H  1.81  2.32  -1.09
H  0.13  -3.88  -0.12
H  -6.26  -2.69  2.12
H  -5.77  -4.36  -0.92
H  -3.74  1.73  3.50
H  -6.34  3.77  0.62
H  -4.28  2.41  0.74
H  -5.95  0.18  0.78
H  -7.05  -0.88  3.59
H  -6.37  1.90  3.98
H  1.98  1.07  -3.36
H  -0.94  0.84  -6.15
H  0.04  0.01  -4.29
H  1.74  -4.34  2.00
H  -5.95  -2.02  -0.56
H  0.01  2.04  -1.02
H  -3.19  -3.79  -1.04
H  2.67  -0.70  -2.25
H  -5.62  -4.61  0.90
H  -5.38  0.50  4.60
H  1.09  2.65  -3.38
H  2.76  -2.85  -0.50
H  -7.39  -0.92  0.97
H  -6.87  3.44  2.33
H  -4.65  -1.79  2.33
H  0.06  -1.71  2.66
H  -2.52  -5.60  1.30
H  -4.25  3.59  2.15
H  -4.05  0.52  2.19
H  -1.70  -2.94  2.20
H  -6.90  2.09  1.06
H  -3.61  -5.55  -0.77
H  -1.85  -2.68  0.40
H  0.25  -4.14  3.03
H  -3.62  -4.24  1.98
H  1.84  -2.06  2.84

Calculated values
- Charge: +1
- LUMO level: -2.6 eV

Mulliken atomic charge list, values in e, 6 entries:
1. Cl -0.097
2. Cl -0.103
3. Cl -0.093
4. Cl -0.101
5. Cl -0.022
6. Cl -0.072

***

The following is a quantum chemistry calculation of the molecule C3H6N4O in a non-equilibrium geometry, from the Open Molecules 2025 dataset.

Element x y z (Å)
O  0.84  -1.28  -0.31
N  1.78  0.61  0.37
N  -0.20  1.77  -0.22
N  -0.32  -0.48  0.18
N  -1.37  -0.34  -0.64
C  0.40  0.76  0.14
C  1.97  -0.62  0.04
C  -2.36  -0.42  0.43
H  -3.33  0.05  -0.07
H  -1.26  0.81  -0.96
H  -2.22  -1.51  0.91
H  2.71  -1.38  0.14
H  0.47  2.63  -0.24
H  -2.26  0.46  1.27

Calculated values
- Structure (SMILES): [H]/N=c1\ncon1NC
- LUMO level: 0.7 eV

Mulliken atomic charge list, values in e, 6 entries:
1. O -0.346
2. N -0.587
3. N -0.583
4. N 0.226
5. N -0.539
6. C 0.355

***

Results for Kohn-Sham gap: 9.19, 10.39 (in eV, following the order of the records).
Results for electronic energy: -846550.3632, -11210.9320 (in eV, following the order of the records).